Entry 1:
Molecular formula: C30H34N2O4
Method: DFT, ωB97M-V/def2-TZVPD

```
70
Properties=species:S:1:pos:R:3:nbo_charge:R:1
C -0.42519 1.68237 4.08622 -0.26
O 0.24730 2.48894 3.09488 -0.51
C 0.31638 1.95055 1.86555 0.80
O -0.14978 0.86903 1.55417 -0.60
C 0.95609 2.91691 0.89024 -0.13
C -0.13213 3.95308 0.61222 -0.40
C -0.49096 3.81599 -0.86842 -0.41
C 0.68619 3.07588 -1.49160 -0.20
N 1.27780 2.28878 -0.37516 -0.47
C 2.52545 1.70902 -0.55664 0.45
C 2.83725 0.34241 -0.29996 -0.28
C 4.02468 -0.17111 -1.08365 -0.43
C 4.73891 0.69548 -2.12730 -0.39
C 4.86079 2.12404 -1.60833 -0.40
C 3.43292 2.63784 -1.37038 -0.48
H -0.63049 2.36768 4.90090 0.20
H -1.35238 1.26987 3.68096 0.20
H 0.24380 0.89417 4.40715 0.21
H 1.84650 3.34747 1.36394 0.21
H -1.01910 3.80687 1.23180 0.23
H 0.26551 4.93748 0.83383 0.22
H -1.39999 3.23041 -1.03431 0.22
H -0.62901 4.78682 -1.35906 0.23
H 0.44510 2.42624 -2.34816 0.22
H 1.40304 3.83055 -1.85282 0.18
H 1.97032 -0.35517 -0.08352 0.38
H 4.79321 -0.40705 -0.33823 0.23
H 3.78299 -1.09384 -1.60442 0.25
H 5.73865 0.28321 -2.32648 0.24
H 4.19402 0.69010 -3.07911 0.20
H 5.42542 2.17862 -0.67374 0.21
H 5.36373 2.77035 -2.34541 0.22
H 3.00481 2.81292 -2.37228 0.24
H 3.44391 3.62502 -0.89742 0.24
O 7.52474 -2.07384 0.61408 -0.78
C 7.36762 -3.28749 0.39035 0.77
O 7.78367 -4.35978 0.85798 -0.74
C 6.25067 -3.54866 -0.69947 -0.15
C 6.32648 -4.92343 -1.38746 -0.42
C 5.28182 -5.72556 -0.70465 -0.03
C 4.51416 -4.87160 0.10586 0.24
C 3.46629 -5.32626 0.89914 -0.30
C 3.17029 -6.69212 0.87108 -0.19
C 3.94440 -7.55565 0.07269 -0.24
C 4.99410 -7.08378 -0.72842 -0.20
N 5.04513 -3.60034 0.09485 -0.42
C 4.54403 -2.49724 0.78350 0.13
C 3.25033 -2.10969 0.75212 -0.35
C 2.75515 -0.74685 1.12180 -0.19
C 1.69558 -1.09677 2.19321 -0.03
C 2.07431 -0.95716 3.52285 -0.22
C 1.27513 -1.44323 4.56945 -0.22
C 0.12016 -2.17385 4.27132 -0.22
C -0.25592 -2.34548 2.93755 -0.22
C 0.53927 -1.82313 1.91146 -0.14
H 6.27784 -2.71658 -1.40299 0.18
H 6.07822 -4.78174 -2.44201 0.20
H 7.30801 -5.38819 -1.33763 0.25
H 2.91938 -4.61931 1.52720 0.21
H 2.34124 -7.09352 1.46170 0.21
H 3.71978 -8.62154 0.07415 0.21
H 5.58576 -7.74607 -1.36865 0.21
H 5.30762 -1.83880 1.19736 0.24
H 2.49277 -2.83483 0.44718 0.22
H 3.51787 -0.18668 1.68986 0.27
H 3.03086 -0.45334 3.74074 0.22
H 1.57898 -1.24993 5.60810 0.23
H -0.51232 -2.55499 5.07732 0.22
H -1.15379 -2.90204 2.68370 0.22
H 0.26186 -1.99491 0.87682 0.20
```

**Energy relative to the best compared isomer or geometry (same formula, charge and spin)**: 98.2 kcal/mol
**HOMO-LUMO gap**: 4.32 eV

=====

Entry 2:
Molecular formula: C4H7NO
Method: DFT, ωB97M-V/def2-TZVPD

```
13
Properties=species:S:1:pos:R:3:nbo_charge:R:1
C 1.26185 -0.75016 -0.94678 -0.25
N 0.00904 -1.46350 -0.73068 -0.58
C -0.03520 -0.02506 -0.95528 -0.12
C -0.40472 0.95552 0.13033 0.04
C -0.94447 0.57510 1.43993 -0.11
O 0.39677 1.02055 1.29996 -0.49
H 1.92749 -0.56754 -0.10599 0.21
H 1.75406 -1.00161 -1.88376 0.20
H -0.12777 -1.69833 0.24775 0.35
H -0.45994 0.25032 -1.91932 0.20
H -0.70591 1.93391 -0.25034 0.19
H -1.62127 1.24723 1.96862 0.18
H -1.04993 -0.47644 1.70557 0.17
```

**Energy relative to the best compared isomer or geometry (same formula, charge and spin)**: 71.0 kcal/mol
**SMILES**: C1N[C@H]1[C@H]1CO1
**HOMO-LUMO gap**: 10.66 eV

=====

Entry 3:
Molecular formula: C2H4I2O
Method: DFT, ωB97M-V/def2-TZVPD

```
9
Properties=species:S:1:pos:R:3:nbo_charge:R:1
C 0.00992 -1.88875 -1.54281 -0.50
C -0.27574 1.05575 1.02790 -0.04
O 0.89606 1.53984 0.60797 -0.75
I -0.45050 0.13335 2.95138 0.13
I -1.95705 2.07864 0.34286 0.16
H -0.42124 -1.01495 -2.00950 0.17
H 0.98609 -1.97229 -1.94457 0.15
H -0.12425 -2.28635 -0.50214 0.18
H 1.33671 2.35476 1.06892 0.49
```

**Energy relative to the best compared isomer or geometry (same formula, charge and spin)**: 97.9 kcal/mol
**HOMO-LUMO gap (spin up / spin down)**: 7.85 / 8.11 eV

=====

Entry 4:
Molecular formula: C6H10
Method: DFT, ωB97M-V/def2-TZVPD

```
16
Properties=species:S:1:pos:R:3:nbo_charge:R:1
C -0.99393 -0.54328 1.59279 -0.59
C -0.75666 -0.65275 0.13538 -0.28
C -0.79186 0.70894 -0.54946 -0.51
C 0.56897 0.81914 -0.98326 0.02
C 1.34450 -0.28435 -0.86647 -0.22
C 0.57328 -1.17753 -0.27811 -0.09
H -0.23615 0.10467 2.03243 0.21
H -0.90094 -1.51481 2.06945 0.21
H -1.96502 -0.10443 1.81466 0.21
H -1.52595 -1.31342 -0.27037 0.22
H -1.55420 0.75537 -1.31833 0.25
H -1.02538 1.51161 0.14674 0.24
H 2.68816 1.91664 -0.74762 -0.21
H 0.76317 1.58766 -1.70054 0.22
H 3.07731 0.48299 -0.85179 0.10
H 0.79808 -2.22967 -0.19719 0.21
```

**Energy relative to the best compared isomer or geometry (same formula, charge and spin)**: 177.4 kcal/mol
**HOMO-LUMO gap (spin up / spin down)**: 7.13 / 6.45 eV

=====

Entry 5:
Molecular formula: C3H12NO2
Method: DFT, ωB97M-V/def2-TZVPD

```
18
Properties=species:S:1:pos:R:3:nbo_charge:R:1
C -2.09874 -1.30140 -1.25620 -0.74
C -1.10074 -1.01219 -0.24746 0.43
C -1.25782 -0.58584 1.06244 0.00
N 0.32056 -1.17729 -0.66368 -0.77
H -2.40980 -0.35917 -1.75343 0.37
H -1.72827 -1.99197 -2.01907 0.30
H -3.00876 -1.70906 -0.81604 0.33
H -0.43061 -0.55175 1.76660 0.26
H -2.25257 -0.35288 1.43655 0.27
H 0.39801 -1.08875 -1.68695 0.47
H 0.61807 -2.15803 -0.54727 0.49
H 1.03442 -0.50375 -0.24253 0.50
H 2.26256 1.17361 0.52568 0.54
H 3.09485 0.00659 0.85532 0.53
O 2.30362 0.21715 0.33707 -0.98
H 1.06351 4.00356 1.74601 0.50
H 1.68145 3.98255 0.36563 0.49
O 1.51028 3.40861 1.13732 -0.98
```

**Energy relative to the best compared isomer or geometry (same formula, charge and spin)**: 19.0 kcal/mol
**Spin multiplicity**: 2
**Net charge**: +2
**HOMO-LUMO gap (spin up / spin down)**: 7.60 / 3.78 eV

=====

Entry 6:
Molecular formula: C19H28NPPbS
Method: DFT, ωB97M-V/def2-TZVPD

```
51
Properties=species:S:1:pos:R:3:nbo_charge:R:1
C -2.13499 2.39848 -3.40114 -0.21
C -1.75164 3.11442 -2.25312 -0.24
C -0.96935 2.47609 -1.25080 0.04
C -0.58379 1.14821 -1.46535 -0.45
C -1.12451 0.38798 -2.51076 -0.07
C -1.84181 1.03894 -3.52164 -0.23
C -0.53254 3.19242 -0.00222 -0.45
C -1.15764 2.76992 1.39526 -0.19
N -1.61899 1.45691 1.70055 -0.47
Pb 1.47981 0.34212 -0.78464 0.96
C -0.92557 -1.12533 -2.53411 -0.76
P -1.23564 -1.97991 -0.95859 0.82
H -2.04387 4.16991 -2.12457 0.21
H -2.17703 0.44228 -4.36517 0.21
H -2.69589 2.89900 -4.20688 0.22
H 0.11551 -1.37079 -2.82433 0.23
H -1.59079 -1.55856 -3.28661 0.23
H 0.56990 3.14774 0.09794 0.21
H -0.76001 4.26701 -0.12008 0.21
H -0.39252 3.01537 2.14681 0.21
C -0.64180 -3.64030 -1.41098 -0.95
C -3.04606 -2.25139 -1.01913 -0.95
H -1.99715 3.47006 1.54006 0.16
C -2.83591 0.95280 1.12955 -0.40
C -1.16041 0.81394 2.90947 -0.40
H 1.50447 -1.69706 -0.50874 0.02
H -3.73099 1.30938 1.67687 0.16
H -2.93911 1.27279 0.08274 0.21
H -2.85468 -0.14973 1.18549 0.19
H -1.71644 1.13808 3.80578 0.16
H -1.29299 -0.27615 2.84278 0.19
H -0.09632 1.03832 3.09513 0.21
H -3.35378 -2.94402 -1.83185 0.22
H -3.36241 -2.69474 -0.04753 0.24
H -3.57042 -1.27989 -1.14396 0.25
H -1.27320 -4.12536 -2.17026 0.22
H 0.39044 -3.58905 -1.78488 0.23
H -0.64120 -4.27157 -0.50965 0.24
H 1.10068 -1.56686 0.10477 0.05
S 2.64503 1.51729 1.43687 -0.30
C 3.66330 0.11813 1.67196 -0.18
C 3.55842 -0.62495 2.87931 -0.24
C 4.34030 -1.75577 3.05621 -0.21
C 5.14977 -2.22032 2.02317 -0.23
C 5.33764 -1.45313 0.87768 -0.21
C 4.59092 -0.30156 0.68006 -0.26
H 2.86557 -0.23002 3.63254 0.22
H 4.31037 -2.24466 4.01782 0.21
H 5.65390 -3.17221 2.12307 0.21
H 6.07277 -1.71912 0.13086 0.21
H 4.70068 0.34483 -0.20579 0.22
```

**HOMO-LUMO gap**: 7.14 eV